(1)
One molecule with the formula CH2N2O2S in a non-equilibrium geometry. Source: the Open Molecules 2025 dataset; level of theory: ωB97M-V with the def2-TZVPD basis set.

The geometry in ORCA input format:
```
! RIJCOSX wB97M-V def2-TZVPD def2/J DEFGRID3
* xyz 0 1
C -1.7476 -1.0233 -0.2045
N -2.6058 -1.5075 0.3120
N 1.1402 1.0880 -0.1705
O -0.8286 -0.4805 -0.9159
O 0.3343 -0.8016 1.2741
S 0.7613 -0.5158 -0.0475
H 1.3086 1.8154 0.6889
H 1.6376 1.4254 -0.9367
*
```

## Properties
Energy relative to the best compared isomer or geometry (same formula, charge and spin) = 91.9 kcal per mole
E_tot = -697.4045 Ha
F_max = 5.60 eV Å⁻¹
Lowest unoccupied orbital energy = 0.062 eV
Frontier orbital gap = 10.7 eV

(2)
A 8-piece molecular cluster, C76H90N12O4 overall in a non-equilibrium geometry. Source: the Open Molecules 2025 dataset; level of theory: ωB97M-V with the def2-TZVPD basis set.

The geometry in ORCA input format:
```
! RIJCOSX wB97M-V def2-TZVPD def2/J DEFGRID3
* xyz 10 1
C 9.4414 -10.3319 -8.2645
N 8.5057 -10.1335 -7.0793
C 7.3309 -10.7852 -7.0689
C 6.5362 -10.6859 -5.9983
C 6.8671 -9.8060 -4.9436
C 7.9957 -9.0052 -5.0281
C 8.8694 -9.2759 -6.1525
C 5.8293 -9.6215 -3.7688
C 4.4696 -9.7563 -4.0506
C 3.5600 -9.7850 -2.9896
N 4.0658 -9.6171 -1.7609
C 5.4069 -9.5822 -1.5082
C 6.3248 -9.4961 -2.5221
C 3.1807 -9.6826 -0.5638
H 9.9913 -11.2677 -8.2189
H 10.0393 -9.4573 -8.2547
H 8.8083 -10.3651 -9.1317
H 7.1074 -11.4750 -7.9093
H 5.5705 -11.2042 -5.8755
H 8.3172 -8.3055 -4.2299
H 9.7748 -8.7348 -6.3185
H 4.0880 -9.8400 -5.0695
H 2.4301 -9.8834 -3.0744
H 5.6880 -9.4613 -0.4829
H 7.3323 -9.4553 -2.2497
H 3.6236 -9.0477 0.2231
H 3.2587 -10.6856 -0.2523
H 2.1739 -9.5119 -0.8548
C -9.8346 9.9471 10.7437
N -8.4416 9.6381 10.3853
C -8.1306 9.2816 9.1527
C -6.9083 8.7455 8.8340
C -5.9566 8.5493 9.8140
C -6.3049 8.9044 11.0954
C -7.5500 9.4298 11.3417
C -4.5636 8.1364 9.3959
C -4.3821 7.3943 8.2272
C -3.1619 6.9752 7.7510
N -2.0648 7.4178 8.4165
C -2.1763 8.1697 9.5373
C -3.4150 8.5887 10.0640
C -0.6766 7.1338 7.8459
H -10.2881 8.9177 10.8465
H -10.3322 10.5692 10.0353
H -9.8841 10.5171 11.7037
H -8.9154 9.3808 8.3974
H -6.7661 8.4619 7.7903
H -5.7118 8.6859 11.9580
H -7.8526 9.4923 12.3269
H -5.1961 7.0420 7.6060
H -2.9728 6.2544 6.9668
H -1.2294 8.4546 10.0326
H -3.3961 9.1330 11.0190
H -0.7928 6.1905 7.2098
H -0.0203 6.8776 8.6308
H -0.4707 8.0701 7.3163
C -0.7014 -4.5301 8.3123
N -1.9748 -5.1214 8.1218
C -2.1410 -6.4472 8.4618
C -3.4047 -6.9725 8.3169
C -4.4559 -6.2461 7.7549
C -4.1754 -5.0032 7.2602
C -2.9601 -4.4003 7.6209
C -5.8298 -6.8468 7.6909
C -6.9549 -6.0056 7.7120
C -8.1563 -6.5292 7.3295
N -8.3083 -7.8872 7.2263
C -7.2496 -8.6985 7.4158
C -5.9439 -8.2097 7.6287
C -9.5040 -8.3328 6.5853
H -0.0041 -4.9440 7.5652
H -0.3295 -4.7291 9.3063
H -0.7892 -3.4736 8.1867
H -1.3492 -7.0175 8.8597
H -3.5262 -8.0052 8.6871
H -4.9221 -4.4211 6.7258
H -2.7452 -3.3644 7.2863
H -6.8283 -4.9179 7.7944
H -9.0954 -6.0233 7.1643
H -7.4303 -9.7147 7.2542
H -5.1167 -8.9078 7.7297
H -10.3119 -7.8123 7.0765
H -9.5276 -9.4176 6.6121
H -9.4140 -8.0170 5.5499
C 2.0617 0.6833 -9.0041
N 2.2916 2.0155 -9.6296
C 1.4139 3.0057 -9.2792
C 1.6161 4.2508 -9.7658
C 2.7086 4.5167 -10.6455
C 3.5440 3.4850 -10.9858
C 3.2950 2.2438 -10.4521
C 2.9711 5.9635 -11.0852
C 3.7130 6.7896 -10.2102
C 3.6315 8.1837 -10.3688
N 2.9519 8.6690 -11.4120
C 2.3274 7.9110 -12.3120
C 2.3099 6.5237 -12.1239
C 2.7516 10.1314 -11.4984
H 2.3612 0.6053 -7.8975
H 2.5900 -0.0472 -9.5745
H 0.9790 0.4345 -9.0112
H 0.5424 2.6879 -8.5801
H 0.9585 5.0311 -9.5478
H 4.3375 3.5046 -11.6995
H 3.8507 1.3540 -10.6588
H 4.3467 6.3533 -9.4542
H 4.0887 8.8993 -9.6812
H 1.8629 8.4806 -13.1309
H 1.7493 5.8552 -12.8127
H 3.2000 10.6322 -10.6504
H 1.7004 10.3561 -11.4428
H 3.1681 10.5729 -12.4057
C 11.4777 2.7165 -0.0911
N 11.5902 1.5954 0.9181
C 10.6342 0.6754 1.0820
C 10.6213 -0.2001 2.1287
C 11.6979 -0.2117 3.0634
C 12.6994 0.6699 2.8712
C 12.6078 1.5663 1.8111
C 11.5986 -1.0918 4.2230
C 11.6271 -0.5836 5.5349
C 11.2131 -1.3958 6.5376
N 10.8815 -2.6864 6.2836
C 10.9257 -3.2283 5.0633
C 11.1963 -2.4266 3.9998
C 10.4312 -3.3729 7.5112
H 10.4370 3.0217 -0.0987
H 11.7309 2.2979 -1.0035
H 12.1459 3.5749 0.0759
H 9.7471 0.8602 0.5192
H 9.6893 -0.7809 2.2205
H 13.4579 0.7295 3.6241
H 13.3831 2.3288 1.6574
H 11.8625 0.4515 5.6943
H 11.1749 -0.9870 7.5272
H 10.6468 -4.3100 4.9451
H 11.1707 -2.8738 3.0250
H 10.9682 -2.9717 8.4126
H 10.6347 -4.3975 7.3980
H 9.3739 -3.1248 7.6137
C -5.4382 -0.1494 -7.2406
N -6.5015 0.8556 -6.9353
C -6.2090 2.1018 -6.4541
C -7.1690 2.9134 -6.0092
C -8.5071 2.4835 -6.0301
C -8.8229 1.2785 -6.6044
C -7.7592 0.4564 -7.0099
C -9.5200 3.3332 -5.3403
C -10.3802 2.7525 -4.3704
C -10.9666 3.5534 -3.4412
N -10.9698 4.9180 -3.6492
C -10.3264 5.4657 -4.6558
C -9.5860 4.7004 -5.5373
C -11.5531 5.7067 -2.5528
H -4.5601 0.3635 -7.7235
H -5.9030 -0.8662 -7.8921
H -5.0135 -0.5494 -6.3689
H -5.1510 2.3866 -6.4665
H -6.8732 3.9235 -5.6212
H -9.8415 0.9725 -6.7571
H -7.9350 -0.4383 -7.5339
H -10.3874 1.7054 -4.2444
H -11.5428 3.2275 -2.5477
H -10.3064 6.5585 -4.7749
H -9.0225 5.1456 -6.3292
H -11.6073 6.7850 -2.7361
H -10.9042 5.4770 -1.7262
H -12.5565 5.3263 -2.4465
C -1.7172 -1.1817 4.3547
C -2.5634 -2.0898 5.2563
O -2.7436 -3.3042 4.9982
O -3.0125 -1.5899 6.3287
H -1.3587 -1.8085 3.5333
H -0.8651 -0.7555 4.9035
H -2.4776 -0.4679 4.0007
C -1.9029 2.5633 -5.9651
C -2.4156 2.5677 -7.3122
O -1.5926 2.7754 -8.2313
O -3.6158 2.1992 -7.5938
H -1.7599 1.4938 -5.6659
H -2.6578 2.9637 -5.3217
H -0.9933 3.2058 -5.7960
*
```

## Properties
Energy relative to the best compared isomer or geometry (same formula, charge and spin) = 0.0 kcal per mole
E_tot = -3903.9652 Ha
F_max = 4.46 eV Å⁻¹
Lowest unoccupied orbital energy = -14.514 eV
Frontier orbital gap = 3.6 eV

The highest F_max belongs to which entry? CH2N2O2S